Entry 1:
{
  "formula": "C8H7FO4S2",
  "method": "wB97M-V/def2-TZVPD",
  "elements": ["C", "C", "C", "C", "C", "C", "C", "C", "O", "O", "O", "O", "F", "S", "S", "H", "H", "H", "H", "H", "H", "H"],
  "positions_angstrom": [[-1.4527, 0.1903, 1.7459], [-1.5881, -1.1386, 1.7610], [1.0058, -0.1045, 1.6269], [0.8408, -1.4273, 1.6356], [-0.2062, 0.5132, 0.9165], [-0.4549, -1.6523, 0.9339], [-0.3976, -0.6237, -0.1569], [0.3485, 0.0999, -2.7381], [1.9420, 0.4567, -0.7902], [1.5971, -1.8885, -1.4448], [0.5275, 3.3785, -1.3357], [-0.0686, 1.7930, 0.4551], [-1.4616, 1.9238, -1.5262], [1.0383, -0.5739, -1.2884], [0.2195, 2.0045, -1.1762], [-2.0314, 0.9438, 2.2448], [-2.2937, -1.7340, 2.3064], [1.7862, 0.4916, 2.0576], [1.4404, -2.1837, 2.1007], [-1.3022, -0.5072, -0.7491], [-0.5567, -0.3516, -3.0984], [1.0679, 0.3900, -3.4805]],
  "gap_ha": [0.2713, 0.3158],
  "total_charge": 0,
  "lumo_ev": [-1.7, -0.8]
}

---

Entry 2:
{
  "formula": "C30H35ClEuN2O2",
  "method": "wB97M-V/def2-TZVPD",
  "elements": ["Eu", "Cl", "N", "N", "C", "C", "C", "C", "C", "C", "H", "H", "H", "H", "H", "H", "C", "C", "C", "C", "H", "H", "H", "H", "H", "H", "O", "H", "H", "O", "H", "H", "C", "C", "C", "H", "H", "C", "C", "H", "C", "C", "C", "C", "H", "C", "H", "H", "H", "H", "H", "H", "H", "H", "C", "C", "C", "C", "C", "C", "C", "C", "C", "C", "H", "H", "H", "H", "H", "H", "H"],
  "positions_angstrom": [[0.0007, -0.4588, -0.5877], [-0.3290, -2.5282, -2.0812], [2.0814, -1.4217, 0.4428], [-1.9476, 0.9094, -1.4512], [3.0857, -0.5971, 0.6395], [-1.8009, 1.5916, -2.5620], [2.1037, -2.4535, 1.4890], [3.3560, -2.1047, 2.2958], [2.1990, -3.8295, 0.8540], [0.8349, -2.3598, 2.3170], [3.1456, -3.9231, 0.3089], [1.3650, -4.0039, 0.1571], [2.1803, -4.5734, 1.6613], [0.6775, -1.3330, 2.6657], [0.9292, -3.0280, 3.1826], [-0.0400, -2.6686, 1.7208], [-3.3522, 0.4549, -1.3597], [-3.9715, 0.9988, -2.6510], [-4.0252, 1.0402, -0.1246], [-3.4095, -1.0641, -1.2666], [-2.8649, -1.5295, -2.0961], [-4.4647, -1.3671, -1.2904], [-2.9548, -1.4228, -0.3278], [-4.1488, 2.1206, -0.2520], [-3.4387, 0.8408, 0.7834], [-5.0207, 0.5850, -0.0276], [-2.8659, 1.6625, -3.3508], [-4.7404, 1.7657, -2.4751], [-4.3594, 0.2201, -3.3183], [3.8663, -0.8708, 1.6733], [4.1506, -2.8590, 2.2061], [3.1571, -1.9002, 3.3551], [3.3597, 0.6121, -0.2168], [-0.5327, 2.2827, -2.9705], [0.6832, 1.3864, -2.8696], [-0.4143, 3.1165, -2.2619], [-0.6769, 2.7057, -3.9722], [1.5196, 1.4884, -1.7416], [2.5858, 0.5909, -1.5266], [1.2852, 2.2483, -0.9827], [2.9208, -0.3156, -2.5459], [2.1126, -0.3712, -3.6882], [4.1143, -1.2208, -2.4170], [1.0039, 0.4626, -3.8757], [2.3398, -1.1158, -4.4585], [0.1600, 0.3653, -5.1168], [0.6712, -0.2444, -5.8726], [-0.0519, 1.3469, -5.5620], [-0.8062, -0.1202, -4.9096], [4.9926, -0.7037, -2.0103], [4.3870, -1.6223, -3.4001], [3.9027, -2.0859, -1.7718], [4.4508, 0.6702, -0.3616], [3.0667, 1.4966, 0.3700], [-2.7653, 0.4908, 5.2708], [-2.8521, -0.4460, 4.2225], [-2.0991, -0.2852, 3.0648], [-1.1966, 0.8080, 2.9182], [-0.3339, 0.9760, 1.8214], [0.4944, 2.0536, 1.7231], [0.5134, 3.0649, 2.7458], [-0.2890, 2.9201, 3.8598], [-1.1478, 1.7952, 3.9950], [-1.9352, 1.5988, 5.1497], [-3.3519, 0.3459, 6.1765], [-3.5132, -1.3084, 4.3214], [-2.1720, -1.0073, 2.2446], [1.1633, 2.1919, 0.8736], [1.1664, 3.9334, 2.6316], [-0.2806, 3.6620, 4.6646], [-1.8736, 2.3405, 5.9484]],
  "gap_ha": [0.1181, 0.1502],
  "total_charge": -1,
  "lumo_ev": [2.7, 2.7],
  "spin_multiplicity": 7
}

---

Entry 3:
{
  "formula": "C28H27Br2N2O3ReSbSe4",
  "method": "wB97M-V/def2-TZVPD",
  "elements": ["Re", "Se", "Sb", "Se", "Se", "Se", "Br", "C", "C", "C", "Br", "C", "C", "C", "C", "N", "C", "C", "O", "H", "H", "H", "H", "C", "C", "C", "C", "C", "C", "C", "C", "N", "C", "C", "C", "C", "H", "H", "H", "H", "H", "H", "H", "H", "H", "H", "H", "H", "H", "H", "H", "H", "H", "H", "O", "C", "O", "C", "C", "C", "C", "C", "C", "H", "H", "H", "H", "H"],
  "positions_angstrom": [[0.5867, 0.3958, -0.8675], [-1.1096, -5.8350, -0.6408], [-0.8757, -4.5926, -2.5723], [-2.4222, -1.2563, -2.7492], [-0.2748, -1.5034, -1.7642], [-3.2084, -3.5131, -2.8057], [2.9711, 3.5200, -4.0669], [3.6869, 2.1083, -3.0790], [5.0833, 1.8635, -3.1055], [5.6373, 0.8108, -2.4349], [7.4950, 0.5373, -2.5057], [4.8195, -0.0778, -1.6796], [5.2457, -1.2307, -0.9888], [4.3274, -1.9950, -0.3148], [2.9787, -1.6131, -0.3038], [2.5553, -0.5342, -0.9358], [3.4516, 0.2129, -1.6369], [2.8749, 1.2899, -2.3442], [1.5414, 1.3785, -2.2536], [5.7099, 2.5281, -3.6834], [6.2912, -1.5075, -1.0065], [4.6256, -2.8866, 0.2172], [2.2317, -2.1942, 0.2241], [-0.1753, -4.3641, 3.3732], [-0.7542, -3.2129, 2.6027], [-2.0985, -3.2107, 2.2379], [-2.6653, -2.1725, 1.5091], [-4.1141, -2.2020, 1.1133], [-1.8534, -1.1094, 1.1261], [-0.5070, -1.1120, 1.4633], [0.0499, -2.1506, 2.2014], [0.3152, -0.0619, 0.9296], [0.9654, 0.9129, 1.8696], [2.0888, 0.3055, 2.7027], [1.5637, 2.0380, 1.0047], [-0.1170, 1.5149, 2.7608], [-0.4011, -5.3130, 2.8850], [-0.5961, -4.4077, 4.3791], [0.9068, -4.2781, 3.4650], [-2.7193, -4.0563, 2.5123], [-4.7364, -1.7347, 1.8795], [-4.4584, -3.2269, 0.9816], [-4.2721, -1.6629, 0.1793], [-2.2657, -0.2691, 0.5795], [1.1076, -2.1729, 2.4245], [2.8484, -0.1665, 2.0769], [1.7143, -0.4196, 3.4219], [2.5672, 1.1074, 3.2659], [2.4438, 1.7187, 0.4358], [1.9351, 2.8267, 1.6598], [0.8230, 2.5386, 0.3683], [-0.5809, 0.7498, 3.3834], [-0.8937, 1.9885, 2.1576], [0.3290, 2.2667, 3.4118], [-1.4782, 1.2319, -3.0660], [-1.7238, 1.7741, -2.0089], [-0.9265, 1.6370, -0.9440], [-2.9171, 2.6231, -1.7654], [-3.9410, 2.5967, -2.7082], [-5.0746, 3.3680, -2.5181], [-5.1820, 4.1749, -1.3930], [-4.1593, 4.2071, -0.4534], [-3.0295, 3.4278, -0.6352], [-3.8324, 1.9673, -3.5812], [-5.8710, 3.3494, -3.2499], [-6.0640, 4.7854, -1.2501], [-4.2444, 4.8426, 0.4180], [-2.2285, 3.4447, 0.0913]],
  "gap_ha": 0.2076,
  "total_charge": 1,
  "lumo_ev": -4.7
}